DFT (the ωB97M-V functional and the def2-TZVPD basis) results for a 4-piece molecular cluster, CH9O4 overall.

As for the HOMO-LUMO gap: 8.217 eV. As for the total energy: -344.4841 Ha. The net charge is -1. Its HOMO energy is -3.9 eV.

```
14
CH9O4 the ωB97M-V functional and the def2-TZVPD basis
C -1.49027 -0.99533 0.86152
O -0.93532 0.25169 0.59915
H -0.88745 -1.82479 0.46059
H -2.49881 -1.10161 0.41775
H -1.65651 -1.15601 1.93957
H 2.30385 0.54132 -0.58210
H 1.33129 1.40836 -1.34667
O 2.30087 1.28800 -1.18695
H -0.89859 0.84181 -2.49061
H -0.94667 0.21314 -1.03287
O -0.49018 0.15918 -1.95484
H 0.58792 -0.08194 1.12798
H 1.70746 0.63916 1.84584
O 1.57241 -0.18299 1.34164
```

These are the natural (NBO) partial charges, in e, on atoms 1 to 2:
1. C -0.237
2. O -0.961